# 1
{
  "formula": "C2H5IN2O2",
  "method": "wB97M-V/def2-TZVPD",
  "elements": ["C", "C", "N", "O", "H", "H", "H", "H", "H", "O", "N", "I"],
  "positions_angstrom": [[0.6961, 0.5918, -1.0464], [-0.6802, 1.1759, -0.7086], [-1.3630, 1.1922, 0.3399], [-0.8712, 0.9366, 1.5662], [1.5547, 0.5409, -0.3918], [1.0482, 0.9155, -1.9607], [0.5862, -0.4505, -1.2138], [-1.1501, 1.5767, -1.6315], [0.0263, 0.6805, 1.7083], [0.4714, -2.6062, -0.0502], [-0.3190, -2.1338, 0.6548], [0.0005, -2.4195, 2.7338]],
  "atomic_forces_ev_per_a": [[-0.649, -0.586, 1.774], [1.805, -0.324, -1.604], [-0.760, 1.146, -0.179], [-1.609, -0.190, 1.279], [-0.032, 0.874, 0.871], [0.580, 1.246, -1.892], [-0.689, -1.186, -0.319], [-0.256, -0.475, 0.918], [1.628, -0.366, -0.924], [-0.469, 0.183, 0.485], [0.224, -0.118, -1.687], [0.228, -0.204, 1.278]],
  "lumo_ev": -1.22,
  "largest_force_ev_per_a": 2.44,
  "total_charge": 0,
  "relative_energy_kcal_mol": 60.8,
  "homo_lumo_gap_ev": 8.46
}

# 2
{
  "formula": "C4H9NO",
  "method": "wB97M-V/def2-TZVPD",
  "elements": ["C", "C", "C", "C", "O", "N", "H", "H", "H", "H", "H", "H", "H", "H", "H"],
  "positions_angstrom": [[-2.0041, -0.2616, -0.4302], [1.1579, -1.8855, -0.1813], [1.3994, 1.8228, 0.2052], [1.0192, 0.5296, -0.3692], [-1.7405, 0.3347, 0.8181], [1.2826, -0.6111, -0.1027], [-1.7525, -0.3505, 1.4951], [-1.9052, 0.5266, -1.1740], [-3.0333, -0.6398, -0.4783], [0.5166, -2.4135, 0.5050], [1.9288, -2.4568, -0.6857], [-1.2729, -1.0837, -0.6352], [1.6992, 2.5047, -0.5919], [0.5041, 2.2315, 0.6761], [2.2006, 1.7525, 0.9492]],
  "atomic_forces_ev_per_a": [[0.210, -0.590, -0.366], [1.074, -1.022, 0.642], [0.382, 0.167, 0.298], [0.096, 0.653, 0.024], [0.071, 0.159, 0.661], [-1.032, -0.143, -1.065], [-0.021, 0.122, -0.079], [0.113, -0.148, -0.066], [0.144, -0.104, -0.029], [-0.274, 0.093, 0.087], [-0.042, 0.103, -0.043], [-0.617, 0.593, -0.117], [-0.072, -0.008, 0.089], [0.014, 0.046, -0.027], [-0.047, 0.079, -0.009]],
  "lumo_ev": 0.77,
  "largest_force_ev_per_a": 1.62,
  "total_charge": 0,
  "relative_energy_kcal_mol": 95.1,
  "homo_lumo_gap_ev": 8.13
}